C12H33NNaO5S5 | ωB97M-V with the def2-TZVPD basis set

Geometry as XYZ:
```
57
Properties=species:S:1:pos:R:3:mulliken_charge:R:1
H -36.131 10.772 4.676 0.245
S -32.426 7.635 4.359 0.444
H -34.786 6.065 8.393 -0.201
C -40.921 8.872 5.046 -1.043
C -36.253 8.781 9.291 -0.901
H -37.038 2.800 9.336 0.409
H -33.507 9.816 5.157 0.263
H -37.622 11.446 4.051 0.450
O -38.595 7.488 4.891 -0.164
H -32.536 9.888 3.640 0.534
O -36.493 8.273 2.999 -0.457
H -35.733 3.860 9.247 0.331
C -33.205 9.285 4.254 -0.493
H -40.419 9.839 5.053 0.361
S -36.848 9.673 2.599 0.407
C -34.715 4.321 3.029 0.612
H -41.245 8.677 4.023 0.414
H -41.677 8.994 5.822 0.422
C -38.648 9.743 2.150 -0.586
H -39.429 9.364 7.270 0.357
H -36.976 9.502 8.910 0.275
Na -35.945 6.774 4.834 0.658
H -38.922 10.797 2.116 0.433
H -38.616 7.823 7.796 -0.069
H -30.620 8.779 5.359 0.432
H -32.629 4.449 3.430 0.188
H -38.841 9.285 1.180 0.396
H -33.277 6.658 7.889 0.170
H -33.282 2.843 3.533 0.315
C -37.088 10.511 4.224 -0.505
H -40.287 8.164 8.158 0.509
C -36.117 2.749 6.527 -0.971
O -36.480 5.351 6.678 -0.304
H -39.175 9.216 2.946 -0.109
H -34.164 9.210 3.742 -0.230
C -36.786 3.797 8.973 -1.040
S -34.879 8.541 8.054 0.431
H -33.187 3.675 1.954 0.335
C -39.518 8.285 7.395 -0.598
H -36.325 2.735 5.457 0.274
H -35.086 2.897 6.847 0.275
C -31.191 7.917 5.705 -0.979
C -34.108 6.904 8.549 -0.417
H -36.478 1.816 6.962 0.480
H -37.595 9.851 4.929 -0.046
S -37.165 4.100 7.183 0.326
C -33.398 3.796 3.017 -0.836
H -35.719 9.050 10.202 0.466
O -33.445 6.629 4.945 -0.510
H -30.476 7.107 5.848 0.363
H -36.735 7.816 9.447 0.115
S -39.892 7.557 5.717 0.497
H -37.345 4.507 9.582 0.335
H -31.639 8.213 6.654 0.218
N -35.751 4.804 3.008 -0.461
O -35.694 8.355 6.790 -0.317
H -33.825 6.885 9.601 0.493
```

As for the spin multiplicity: 2. As for the highest occupied orbital energy (alpha / beta): -13.99 / -13.99 eV. The total charge is +2.

***

C12H33NO7 | ωB97M-V with the def2-TZVPD basis set

Geometry as XYZ:
```
53
Properties=species:S:1:pos:R:3:mulliken_charge:R:1
C 33.968 -46.140 57.749 -0.468
H 37.551 -43.381 62.196 0.399
O 38.967 -43.308 59.714 -0.981
H 38.070 -46.374 58.999 0.079
H 34.021 -47.278 57.645 0.314
H 37.269 -47.427 63.754 0.447
H 32.902 -45.731 57.665 0.369
C 36.930 -45.875 55.860 -1.389
H 35.848 -49.151 59.636 0.200
H 36.519 -45.417 55.079 0.805
C 40.369 -45.719 57.194 -1.094
C 36.475 -47.166 63.131 -1.213
O 37.958 -45.354 62.757 -0.387
H 34.558 -44.837 56.610 0.519
H 35.629 -49.391 61.944 0.250
H 38.512 -45.018 55.027 0.379
H 33.310 -46.945 59.999 0.374
H 40.221 -44.921 57.784 0.516
H 37.596 -45.112 60.199 -0.024
C 36.611 -45.624 63.075 -0.270
O 39.094 -46.125 56.946 -0.181
C 39.072 -48.717 60.265 -0.828
N 37.350 -45.817 59.494 0.473
H 34.333 -46.232 55.774 0.451
H 39.307 -47.883 60.952 0.250
H 36.856 -45.122 58.851 0.336
H 36.910 -50.418 60.208 0.370
H 37.479 -49.219 62.296 0.462
H 36.422 -45.186 64.073 0.546
C 34.886 -45.752 56.560 -1.044
H 35.837 -45.336 62.204 -0.026
C 33.662 -45.918 60.053 -1.116
O 37.788 -48.715 59.563 -0.300
C 38.173 -43.999 62.751 -1.091
H 39.423 -49.673 60.731 0.373
O 36.685 -47.727 61.867 0.173
H 36.888 -46.817 55.499 0.663
O 34.510 -45.457 58.897 -0.317
H 33.988 -45.785 60.955 0.454
C 36.737 -49.363 60.307 -0.814
H 38.225 -43.757 63.759 0.517
O 36.186 -45.948 56.845 -0.035
H 39.756 -43.569 59.998 0.110
H 35.604 -47.589 63.524 0.576
H 36.735 -46.387 59.864 0.059
H 32.727 -45.397 60.095 0.449
C 38.372 -45.232 56.095 -0.616
C 36.614 -48.946 61.701 -0.268
H 40.991 -46.292 57.723 0.375
H 39.825 -48.631 59.485 0.296
H 39.203 -43.929 62.574 0.311
H 38.074 -44.349 56.694 0.333
H 41.012 -45.395 56.207 0.236
```

As for the highest occupied orbital energy: -6.11 eV.

***

C12H34ClN2O8 | ωB97M-V with the def2-TZVPD basis set

Geometry as XYZ:
```
57
Properties=species:S:1:pos:R:3:mulliken_charge:R:1
O -2.368 1.101 -2.717 -0.413
H -0.703 2.243 -2.353 0.361
H 2.976 4.998 1.511 0.231
H -4.652 -1.971 -1.298 0.375
H 0.192 -1.819 3.805 0.202
H 3.902 -0.193 -3.705 0.247
H -2.152 -1.081 3.891 0.400
H -2.482 -0.989 -3.014 0.286
H -4.174 0.036 -4.484 0.281
H 2.579 -4.533 2.251 0.280
H 2.650 -2.775 2.309 0.243
O 4.321 3.443 1.442 -0.512
H 0.342 -1.874 2.054 -0.104
H 4.418 5.162 2.546 0.311
H -1.621 -3.436 2.017 0.263
H 3.219 2.760 -4.007 0.259
C 3.156 0.554 -4.023 -0.296
H -0.298 0.569 -2.295 0.409
H -5.653 -0.232 -4.085 0.281
O 0.936 -0.515 -0.081 -0.674
H 4.171 1.944 -2.709 0.311
N -1.668 -3.795 4.082 -0.703
H -1.265 1.416 -1.015 0.363
H -2.552 -4.265 3.846 0.298
H 3.433 3.361 3.957 0.244
H -4.731 0.548 -1.709 0.156
O 0.935 -3.601 3.148 -0.395
C -1.368 -2.903 2.940 0.606
H -2.072 -0.981 2.159 0.307
C 3.675 4.463 2.174 -0.237
O 2.189 1.432 -0.130 -0.734
H 1.603 -3.595 1.161 0.270
C -5.089 -1.476 -2.173 -1.545
C 1.973 -3.628 2.192 -0.595
O 0.469 1.223 1.439 -0.694
H -6.161 -1.344 -2.032 0.365
O 2.468 -0.040 1.655 -0.663
H 4.739 1.947 -4.377 0.368
H -2.142 -3.213 4.786 0.272
Cl 1.508 0.506 0.754 1.797
C -2.296 -1.670 2.984 -1.439
H 2.998 0.298 -5.072 0.330
H 3.644 2.903 1.010 0.261
C 3.842 1.907 -3.746 -1.058
C -4.418 -0.146 -2.496 0.540
H -4.940 -2.231 -2.955 0.400
C 2.766 3.895 3.270 -0.837
H -2.596 -0.427 -1.390 0.252
O 1.927 0.479 -3.329 -0.410
H 2.309 4.721 3.820 0.334
N -4.876 0.373 -3.819 -0.649
C -2.889 -0.162 -2.414 -0.584
H -3.317 -2.026 2.843 0.389
H 2.145 0.663 -2.401 0.224
H 2.008 3.186 2.947 0.189
C -1.112 1.262 -2.089 -0.866
C 0.100 -2.475 2.927 -0.296
```

As for the highest occupied orbital energy: -6.70 eV. The total charge is -1.

***

C12H34CuN2O8P | ωB97M-V with the def2-TZVPD basis set

Geometry as XYZ:
```
58
Properties=species:S:1:pos:R:3:mulliken_charge:R:1
N 0.046 -2.098 -1.462 -0.626
Cu 1.338 -0.916 -0.019 1.039
C -2.183 -2.562 3.688 -1.466
H 1.697 -1.361 -2.607 0.226
H -1.952 3.518 4.595 0.320
H 3.163 0.169 -0.939 0.518
C -2.296 0.352 -3.630 -0.698
H -1.832 -2.586 4.725 0.349
H -0.125 2.764 3.156 0.386
H 0.673 -2.575 2.072 0.418
H -1.258 0.681 -0.408 -0.145
H 0.970 -3.724 -3.382 0.411
H -1.237 1.372 3.248 0.403
C -1.624 1.087 0.539 -0.814
C -0.481 1.808 1.271 0.334
H 3.877 2.335 -1.804 0.367
O 2.725 0.648 -1.730 -0.460
H 1.919 2.606 -3.525 0.277
O -1.542 -0.776 -3.251 -0.468
H -3.277 -0.058 -3.878 0.265
H -0.946 -2.146 -1.667 0.251
C -0.146 -0.477 -3.213 0.374
C 1.820 2.746 -2.447 -0.928
C -2.689 3.371 3.790 -0.772
H 1.827 3.819 -2.238 0.401
H 0.029 0.392 -2.570 -0.611
O 3.924 -1.555 2.675 -0.905
C 2.847 2.030 -1.576 -0.299
H -1.505 -2.014 1.732 0.024
H -2.370 1.840 0.268 0.434
N 0.640 0.853 1.393 -0.344
C -1.093 -2.101 2.750 0.789
C 0.520 -2.808 -3.764 -1.628
H 0.837 -2.577 -4.788 0.368
H -2.447 1.073 -2.820 0.178
O 4.554 -3.021 0.772 -0.917
H -2.371 -3.614 3.445 0.344
C -0.957 2.253 2.654 -0.855
H -0.141 2.715 0.767 0.250
H -3.329 4.242 3.698 0.239
O 3.478 -0.629 0.317 -0.724
H 2.621 2.380 -0.559 0.136
H -1.845 0.848 -4.494 0.311
H -3.195 2.456 4.128 0.305
O 2.087 -2.501 1.224 -0.778
C 0.666 -1.675 -2.752 0.373
O -2.054 3.141 2.562 -0.334
H -2.004 0.226 1.086 0.090
H 1.505 1.386 1.457 0.275
H 0.153 -0.146 -4.219 0.605
P 3.547 -1.923 1.220 0.472
H 0.861 2.340 -2.114 0.035
O 0.059 -2.889 2.828 -0.573
H -0.536 -3.038 -3.956 0.319
H 0.535 0.382 2.290 0.132
H 0.414 -3.013 -1.218 0.251
H -3.103 -1.979 3.678 0.351
H -0.790 -1.069 3.003 -0.276
```

As for the highest occupied orbital energy: 1.09 eV. The total charge is -2.

***

C12H34F6O6PZr | ωB97M-V with the def2-TZVPD basis set

Geometry as XYZ:
```
60
Properties=species:S:1:pos:R:3:mulliken_charge:R:1
H 2.446 1.581 4.231 0.402
H -1.020 4.388 2.452 0.427
C -0.798 4.016 -0.486 -0.927
P -2.515 -2.676 -1.621 1.282
C 2.475 1.348 3.166 -1.321
H -1.378 4.870 -0.136 0.474
H -2.355 -0.047 1.719 0.227
F -1.654 -1.552 -0.886 -0.315
H 0.721 -0.406 4.704 0.422
H 2.481 -0.317 1.497 0.301
H 0.575 4.480 1.815 0.410
O -1.204 0.910 -1.680 0.204
H 2.530 -2.561 0.064 0.301
C -0.219 3.770 2.048 -1.426
H 0.184 3.150 2.849 0.279
H -0.019 2.692 -3.276 0.296
O -1.485 -0.114 1.280 -0.668
H 0.082 1.846 -4.756 0.436
H 3.407 0.813 2.985 0.479
H 1.150 2.560 0.110 0.181
H 1.342 -3.732 -1.722 0.296
C 1.218 -4.185 -0.738 -1.240
C -1.140 0.949 -3.118 0.636
C 1.903 -3.760 1.658 -1.425
F -1.193 -2.807 -2.601 -0.368
C 1.644 -3.123 0.359 0.472
H -1.460 3.583 -1.236 0.072
H -0.097 -2.848 1.140 0.215
O 1.364 -0.422 -1.592 -0.700
H 1.981 -4.960 -0.817 0.516
C 1.286 0.465 2.793 0.978
F -1.843 -3.712 -0.538 -0.365
F -3.099 -1.592 -2.722 -0.359
F -3.731 -2.277 -0.643 -0.338
H 1.098 -4.438 1.941 0.427
C 1.087 -0.708 3.722 -1.457
H 2.151 -3.106 2.493 0.206
H 0.080 4.543 -0.859 0.367
Zr -0.024 -0.240 -0.122 1.566
H 2.711 -4.491 1.698 0.432
C 0.091 1.685 -3.678 -1.083
H -1.109 -0.086 -3.459 0.178
O 1.580 0.010 1.436 -0.339
H 0.362 -1.457 3.403 0.250
H 1.069 1.368 -3.316 0.294
O 0.481 -2.300 0.604 -0.113
C -0.629 3.048 0.738 0.319
H -1.546 2.508 0.974 0.229
H 0.385 1.079 2.800 -0.188
H -2.535 1.493 -4.655 0.461
H 1.772 -0.597 -2.463 0.212
O 0.326 2.109 0.308 0.150
H -1.988 1.445 -1.535 0.063
H 2.513 2.277 2.597 0.328
H 0.246 -4.667 -0.632 0.233
F -3.381 -3.820 -2.449 -0.298
H -2.623 2.522 -3.113 0.462
C -2.481 1.542 -3.568 -1.408
H 2.096 -1.060 3.933 0.387
H -3.311 1.010 -3.102 0.471
```

As for the spin multiplicity: 2. As for the highest occupied orbital energy (alpha / beta): -16.96 / -16.95 eV. The total charge is +2.

***

C12H34LiN2O6 | ωB97M-V with the def2-TZVPD basis set

Geometry as XYZ:
```
55
Properties=species:S:1:pos:R:3:mulliken_charge:R:1
C -7.460 19.637 -10.305 -0.274
C -6.670 17.101 -13.546 -0.543
H -5.801 19.912 -8.163 0.260
C -9.884 20.113 -9.933 -0.583
H -6.721 14.866 -8.433 0.278
H -2.927 14.509 -8.354 0.329
H -6.559 20.147 -10.645 0.412
H -10.606 16.623 -10.248 0.380
O -2.411 15.202 -8.773 -0.550
H -5.675 13.997 -9.124 0.215
H -7.511 20.157 -7.537 0.438
H -7.653 12.558 -8.078 0.383
N -6.406 17.589 -9.293 0.268
O -4.994 17.914 -11.825 -0.338
H -10.463 21.036 -9.951 0.289
C -7.499 12.365 -9.140 -1.626
H -3.394 16.615 -7.699 0.251
H -9.516 17.265 -11.387 0.090
H -6.916 17.010 -14.604 0.506
Li -6.771 16.103 -10.734 0.817
C -5.197 17.431 -13.203 -0.662
H -2.730 19.474 -9.452 0.288
H -5.683 18.047 -9.830 -0.240
H -7.395 17.890 -13.348 0.276
C -2.440 17.569 -9.302 -0.653
N -6.441 14.609 -9.368 -0.478
H -6.612 18.719 -7.099 0.537
H -7.966 15.671 -13.367 0.254
C -7.260 18.716 -9.085 0.417
C -9.888 16.314 -11.008 -0.835
H -1.536 17.825 -8.749 0.358
H -2.141 17.440 -10.343 0.360
H -9.283 14.685 -8.957 0.418
H -9.544 13.724 -10.458 0.409
O -8.762 15.605 -10.664 -0.021
C -7.483 13.726 -9.855 0.371
H -7.124 13.453 -10.848 0.139
O -7.225 15.969 -12.835 -0.498
C -8.889 14.423 -9.939 -0.798
O -3.217 18.696 -9.174 -0.441
H -8.174 11.575 -9.467 0.402
C -3.213 16.342 -8.739 0.573
O -8.470 20.558 -9.982 -0.469
C -6.753 19.457 -7.889 -1.743
H -10.365 15.950 -11.918 0.328
H -8.184 18.214 -8.798 0.072
H -4.667 18.190 -13.779 0.482
H -10.122 19.562 -9.022 0.260
H -5.992 17.524 -8.374 0.106
H -4.086 18.059 -11.548 0.133
H -4.159 16.215 -9.266 -0.415
H -7.702 18.978 -11.139 0.037
H -4.535 16.593 -13.419 0.378
H -10.120 19.594 -10.862 0.224
H -6.512 11.902 -9.148 0.428
```

As for the highest occupied orbital energy: -12.30 eV. The total charge is +1.

***

Q: Number 1 is which compound?
A: C12H33NNaO5S5